Density functional theory data (ωB97M-V with the def2-TZVPD basis set) for a single C19H22N4O3S molecule.

XYZ file:
```
49
Properties=species:S:1:pos:R:3:forces:R:3:nbo_charge:R:1
C -2.711778 -2.697104 -0.509375 -0.6 0.3 -1.5 -0.62
C -2.941732 -1.965962 -1.875262 0.5 -1.0 -0.7 -0.20
C -3.282394 -2.976042 -2.996085 -0.3 0.2 0.3 -0.61
C -1.740997 -1.180636 -2.418716 0.5 0.8 0.6 -0.24
C -1.474849 0.162929 -1.690010 -0.1 0.0 -0.2 -0.40
C 0.036064 0.391305 -1.792956 -0.5 0.2 0.8 -0.08
N 0.503700 1.332982 -0.749880 2.4 1.1 -0.6 -0.56
C 1.786343 1.893966 -0.653674 -3.5 -3.0 -2.0 0.57
N 2.711355 1.469547 -1.476725 0.6 0.5 0.2 -0.63
C 3.989904 2.003740 -1.321834 -0.5 1.0 1.5 0.35
N 4.312748 2.915046 -0.430586 0.6 -1.9 -2.3 -0.53
C 3.326954 3.406478 0.367549 1.2 2.3 1.5 0.64
O 3.618304 4.321094 1.117683 -0.5 -0.2 0.0 -0.52
C 1.924858 2.896746 0.394311 0.8 0.4 0.2 -0.49
C 1.588254 2.313367 1.716216 -0.7 -0.6 1.2 0.14
N 0.364767 2.288768 2.146526 0.8 -0.3 -0.4 -0.45
C 0.276583 1.508688 3.295325 -1.7 0.4 -0.2 0.06
C -0.935529 1.275226 3.972309 1.3 -1.0 1.4 -0.19
C -0.881026 0.555623 5.186804 -1.0 1.5 -1.4 -0.21
C 0.322690 0.132046 5.710380 1.1 -0.3 -0.9 -0.21
C 1.514569 0.280047 4.987568 -0.2 0.3 0.3 -0.23
C 1.459427 0.973865 3.757123 1.1 -0.6 1.1 -0.15
S 2.771902 1.430082 2.694107 -0.7 0.3 -0.2 0.40
C 0.619750 -1.010120 -1.619391 1.0 1.0 -0.7 0.07
O 1.957280 -1.040417 -2.183163 -1.1 -0.7 0.5 -0.77
C -0.392781 -1.913797 -2.358888 1.4 -0.1 -0.9 0.08
O 0.095421 -2.175104 -3.686828 -1.0 0.1 0.3 -0.73
H -2.036665 -3.533172 -0.647697 0.3 0.0 0.1 0.21
H -3.639794 -3.140274 -0.150696 -0.1 0.2 0.1 0.22
H -2.329559 -2.005361 0.213829 0.3 0.2 0.6 0.20
H -3.786293 -1.282557 -1.807807 -0.1 0.2 0.2 0.20
H -2.453639 -3.676954 -3.183164 -0.3 0.2 0.1 0.21
H -3.510004 -2.454528 -3.937611 0.2 -0.1 0.3 0.21
H -4.187014 -3.500123 -2.703400 0.0 -0.5 -0.1 0.20
H -1.934198 -0.966011 -3.472367 0.1 -0.1 0.0 0.23
H -1.836660 0.077294 -0.665080 0.2 0.1 0.3 0.20
H -1.979570 1.003029 -2.158928 -0.4 0.0 0.0 0.22
H 0.213821 0.782973 -2.819775 0.4 -0.2 0.7 0.23
H -0.127533 1.615071 -0.015288 -0.2 0.0 0.0 0.42
H 4.794737 1.611754 -1.968737 -0.7 0.2 0.3 0.20
H 1.254930 3.734748 0.217569 -0.1 0.1 0.0 0.30
H -1.880131 1.639756 3.642579 -0.3 0.4 -0.5 0.23
H -1.828754 0.490637 5.715592 0.3 -0.4 0.2 0.22
H 0.350790 -0.370304 6.650991 0.0 -0.2 0.5 0.22
H 2.452589 -0.070637 5.453838 -0.5 0.2 -0.6 0.23
H 0.667870 -1.274995 -0.551678 -0.2 0.1 -0.1 0.17
H 2.372243 -0.179190 -1.939567 -0.1 -0.3 -0.3 0.50
H -0.447120 -2.842797 -1.823371 -0.2 -0.6 0.2 0.17
H 1.050170 -2.250721 -3.631757 0.4 0.1 0.1 0.49
```
Forces are in eV/Å.

Values from the calculation:
- Lowest unoccupied orbital energy: -0.0309 Ha
- Energy above the lowest of the compared OMol25 structures with the same formula, charge and spin: 170.40 kJ/mol
- SMILES: CC(C)[C@H]1C[C@@H](NC2=NC=NC(=O)[C@@H]2c2nc3ccccc3s2)[C@H](O)[C@@H]1O
- Gap between HOMO and LUMO: 8.405 eV

Density functional theory data (ωB97M-V with the def2-TZVPD basis set) for a single C19H22N4O5 molecule.

XYZ file:
```
50
Properties=species:S:1:pos:R:3:forces:R:3:nbo_charge:R:1
O 0.243115 -5.245114 0.791895 -0.2 -3.1 -0.4 -0.60
C -0.452026 -4.572285 1.526261 5.3 1.5 -3.4 0.53
C -1.557202 -4.791425 2.249871 -7.7 -5.4 6.2 0.18
C -2.910679 -4.313422 2.433703 5.5 0.2 -3.2 -0.27
C -3.579919 -5.324658 2.965887 -3.9 -6.1 5.2 -0.30
C -2.771804 -6.470725 3.494122 1.0 7.1 -4.6 0.15
O -1.534596 -6.102173 3.009953 0.1 0.9 -1.0 -0.40
N -0.049692 -3.328173 1.582763 1.9 9.7 3.1 -0.40
C -0.679047 -2.178097 2.478042 1.5 0.8 1.8 -0.24
C -1.153259 -0.897454 1.721245 1.0 -6.6 -4.6 -0.24
N -0.300060 -0.477859 0.618352 1.6 4.0 2.0 -0.46
C -0.214862 0.896991 0.352043 -0.9 -5.6 4.5 0.09
C -0.382836 1.686250 1.360121 -2.9 9.4 9.9 -0.24
C -0.485771 3.218618 1.344253 3.8 -9.1 -10.6 -0.08
C -0.065486 3.545973 -0.038995 0.5 1.0 -1.2 -0.02
N -0.255973 4.944759 -0.376298 -2.0 4.3 2.8 0.45
O -0.553416 5.435759 -1.492249 1.0 -1.8 2.2 -0.36
O -0.311854 5.698918 0.698046 0.5 -1.8 -3.5 -0.44
C 0.473013 2.682927 -1.223243 -4.3 0.2 7.2 0.26
N 0.789670 3.200419 -2.454052 -4.0 2.3 14.7 -0.46
C 1.545498 4.305098 -2.357332 5.1 1.2 -9.1 -0.23
C 2.975625 3.679918 -2.979582 6.4 5.5 7.6 -0.06
O 3.056455 3.011658 -4.029426 -4.0 -5.3 -5.1 -0.52
C 1.996350 1.909967 -3.774979 5.3 -3.1 -7.2 -0.12
C 0.726256 2.455590 -3.430877 -2.8 -8.2 -9.1 -0.25
C 0.184441 1.346213 -0.751581 3.3 6.0 -8.9 -0.25
C 0.359193 -1.414656 -0.107317 2.4 -4.7 -3.2 -0.20
C 1.201524 -2.586509 0.874073 -10.1 -5.1 -7.4 -0.19
H -3.152560 -3.441808 1.844212 -0.8 0.0 0.4 0.25
H -4.655329 -5.416463 3.255348 0.9 0.8 -0.7 0.22
H -2.866664 -7.317243 4.128421 -0.1 -0.4 0.2 0.22
H -1.603113 -2.534559 3.137318 2.5 0.8 -1.3 0.24
H 0.173344 -1.612798 3.135840 -1.5 -2.4 -0.8 0.19
H -1.628570 -0.299377 2.370663 -1.2 2.7 1.6 0.23
H -1.759897 -1.397505 0.983328 -2.8 -0.2 0.6 0.19
H -0.589587 1.557520 2.528324 0.6 -1.4 -2.9 0.22
H -0.593868 3.851234 2.066884 -0.9 3.5 4.1 0.23
H 1.987099 4.676706 -1.495875 -0.7 1.1 1.7 0.26
H 1.259909 4.884473 -3.399604 0.5 0.2 3.2 0.21
H 3.889712 4.433074 -3.175609 -2.4 -0.1 0.9 0.19
H 3.689147 3.072494 -2.071825 -2.5 1.0 -1.2 0.09
H 1.929175 1.393441 -4.968488 0.1 1.3 3.6 0.20
H 2.645735 1.222569 -3.196333 -1.3 0.2 0.4 0.22
H -0.058314 1.439780 -3.451736 1.8 3.2 0.5 0.23
H 0.446911 3.082482 -4.255319 -0.5 0.1 -1.4 0.22
H 0.393983 0.743453 -1.513353 0.7 -3.4 -2.8 0.20
H 1.324795 -1.162361 -0.814694 -2.7 0.5 1.8 0.24
H -0.495076 -1.944234 -0.928304 2.5 0.6 2.2 0.16
H 1.403802 -3.405823 0.075156 0.5 1.6 1.5 0.26
H 1.966712 -2.141566 1.260947 4.2 2.2 3.6 0.19
```
Forces are in eV/Å.

Values from the calculation:
- Lowest unoccupied orbital energy: -0.0269 Ha
- Energy above the lowest of the compared OMol25 structures with the same formula, charge and spin: 2206.23 kJ/mol
- SMILES: O=C(c1ccco1)N1CCN(c2ccc([N+](=O)[O-])c(N3CCOCC3)c2)CC1
- Gap between HOMO and LUMO: 7.229 eV

Density functional theory data (ωB97M-V with the def2-TZVPD basis set) for 3 unconnected molecules or ions with the total composition C19H22O14S.

XYZ file:
```
56
Properties=species:S:1:pos:R:3:forces:R:3:nbo_charge:R:1
C 3.452980 -2.939458 0.150971 0.0 -0.2 -0.5 -0.26
O 3.200854 -2.413087 1.436218 0.2 0.2 0.2 -0.53
C 2.416355 -1.244653 1.364929 -0.9 0.2 -0.7 -0.07
C 0.971451 -1.499363 0.887654 0.0 0.3 0.0 -0.45
C 0.128846 -0.183269 0.933984 -0.3 -1.3 -0.3 -0.44
C -0.497104 0.149276 -0.442387 1.3 0.6 1.3 -0.09
O -1.732240 -0.544119 -0.675876 -0.2 -0.8 0.2 -0.71
S -1.488033 -1.920248 -1.554134 1.1 -0.1 -1.6 1.76
O -2.456806 -1.850182 -2.623337 0.1 -0.2 0.2 -0.93
O -1.893714 -3.253966 -0.660074 -0.2 1.8 0.6 -0.68
C -2.306341 -3.002448 0.679627 -0.8 -1.5 0.7 -0.21
C -2.080774 -4.322547 1.450454 -2.4 3.3 1.1 0.77
O -1.327107 -5.113404 1.123337 3.1 -3.6 -1.7 -0.49
O -2.833899 -4.480381 2.596248 0.2 0.6 0.2 -0.72
H 2.564851 -3.436923 -0.262367 0.1 0.1 0.0 0.17
H 4.250398 -3.685993 0.181425 -0.1 0.1 0.4 0.20
H 3.775319 -2.158255 -0.557639 -0.1 0.0 0.2 0.17
H 2.855118 -0.542688 0.632677 -0.1 -0.2 0.4 0.18
H 2.341002 -0.747591 2.339837 0.4 -0.4 0.0 0.18
H 0.513337 -2.297987 1.484588 0.2 0.1 0.0 0.20
H 0.985739 -1.870863 -0.143256 0.1 0.0 0.1 0.20
H 0.735330 0.651677 1.299582 -0.1 0.0 -0.2 0.22
H -0.683100 -0.366159 1.648233 0.1 0.5 0.0 0.21
H -0.650960 1.230950 -0.462755 -0.7 -0.2 -0.3 0.21
H 0.263198 -0.081126 -1.199108 -0.4 0.0 -0.2 0.19
H -1.711528 -2.248398 1.202608 -0.2 0.2 -0.3 0.20
H -3.381244 -2.796325 0.726558 0.2 0.4 -0.1 0.22
H -2.553277 -3.778454 3.204325 -0.5 -0.1 0.1 0.48
C 6.515467 2.820543 1.168142 0.1 0.2 -0.1 -0.37
C 5.528986 1.936732 0.977728 0.3 -0.1 0.5 0.30
C 4.602216 2.035940 -0.198086 -0.1 0.3 -0.5 0.49
O 3.731669 1.193028 -0.332602 0.2 0.0 0.2 -0.56
C 4.784052 3.143226 -1.125914 -0.2 -0.3 0.1 -0.39
C 5.769146 4.029245 -0.933466 -0.3 0.1 -0.5 0.33
C 6.712594 3.916381 0.226544 0.2 -0.3 0.5 0.47
O 7.599741 4.739955 0.340636 -0.1 0.2 -0.3 -0.53
O 5.968652 5.056485 -1.755894 0.3 -0.1 0.4 -0.62
O 5.317267 0.922327 1.818759 -0.3 0.1 -0.4 -0.62
H 7.191018 2.758999 2.009680 0.0 0.0 0.0 0.25
H 4.099284 3.213079 -1.959411 0.0 0.0 0.0 0.25
H 6.738555 5.540340 -1.396748 0.0 0.0 -0.1 0.51
H 4.554174 0.427255 1.463230 0.1 -0.1 0.1 0.51
C -5.342580 2.018302 -1.867401 -0.2 0.1 0.2 -0.40
C -4.825068 0.794035 -2.051961 0.3 0.3 -0.4 0.33
C -5.327750 -0.392673 -1.268903 -0.3 -0.1 0.3 0.47
O -4.847172 -1.486525 -1.483639 -0.2 0.1 0.1 -0.52
C -6.376337 -0.165298 -0.277053 0.2 -0.1 -0.1 -0.38
C -6.882165 1.059306 -0.097578 -0.2 -0.4 0.3 0.31
C -6.404265 2.233235 -0.896097 0.4 0.3 -0.5 0.47
O -6.917906 3.320531 -0.698436 -0.2 -0.1 0.3 -0.55
O -7.839901 1.309087 0.798421 0.2 0.4 -0.3 -0.63
O -3.847524 0.576992 -2.930009 -0.5 -0.4 0.4 -0.64
H -4.995526 2.878844 -2.421821 0.0 0.0 0.0 0.24
H -6.717300 -1.019385 0.291498 0.0 0.0 0.0 0.24
H -8.026837 2.265665 0.725685 0.0 0.0 0.0 0.51
H -3.621137 -0.379669 -2.887627 0.2 0.0 0.0 0.53
```
Forces are in eV/Å.

Values from the calculation:
- Lowest unoccupied orbital energy: -0.0675 Ha
- Gap between HOMO and LUMO: 7.642 eV

no.,maximum force (eV/Å)
1,5.0
2,15.4
3,5.0